1.
The following is a DFT calculation (ωB97M-V/def2-TZVPD) of a gas-phase ion, C4H8N3 (charge +1) at a distorted geometry.

Computed properties:
M = 98.13 g mol⁻¹
Lowest unoccupied orbital energy = -4.1 eV
Relative energy (zero: lowest compared OMol25 entry of this formula, charge and spin) = 90.5 kcal per mole
Structure (SMILES) = Cc1[nH]cn[n+]1C
2S+1 = 1
Frontier orbital gap = 10.1 eV
Charge = +1
Max |F| = 7.3 eV/Å
HOMO level = -0.522 Ha

Last column: Mulliken charge in e.
Atoms and positions in Å:
C -0.10261 1.92764 -0.08710  -1.209
C -0.49731 0.59011 0.21761  0.539
N -1.48892 0.00556 0.82202  -0.044
C -1.32389 -1.36956 0.92287  -0.226
N -0.26931 -1.78726 0.37542  -0.629
N 0.37096 -0.77518 -0.15996  0.545
C 1.63939 -0.82843 -0.88211  -0.812
H -0.76760 2.53152 0.35582  0.398
H 0.77715 2.08600 0.35954  0.390
H 0.14353 2.05874 -1.26755  0.323
H -2.36936 0.36129 1.15594  0.232
H -1.93800 -2.02051 1.43324  0.481
H 1.49607 -0.83547 -2.00785  0.289
H 2.22667 -0.15820 -0.33653  0.373
H 2.10323 -1.78624 -0.90136  0.349


2.
The following is a DFT calculation (ωB97M-V/def2-TZVPD) of a gas-phase ion, C4H8N3O3S (charge +1) at a distorted geometry.

Computed properties:
M = 178.19 g mol⁻¹
Lowest unoccupied orbital energy (spin up / spin down) = -4.7 / -4.7 eV
Relative energy (zero: lowest compared OMol25 entry of this formula, charge and spin) = 188.8 kcal per mole
2S+1 = 1
Frontier orbital gap (spin up / spin down) = 8.0 / 7.9 eV
Charge = +1
Max |F| = 6.1 eV/Å
HOMO level (spin up / spin down) = -0.467 / -0.466 Ha

Last column: Mulliken charge in e.
Atoms and positions in Å:
C 0.45970 1.16941 -1.22066  0.291
C 1.23272 -0.43467 0.45007  -0.550
C -0.39238 0.70820 1.07825  -0.579
C 1.01973 1.08194 0.54452  -0.094
N 1.88077 2.07211 -2.93618  -0.013
N 1.02610 1.93880 -2.06961  0.373
N -0.21446 -0.58361 0.31416  -0.278
O 2.35661 2.98552 -3.56166  -0.407
O -1.15368 0.86000 -3.05968  -0.547
O -0.25591 -1.19987 -2.09872  -0.378
S -0.91947 0.16937 -1.54287  0.560
H 1.78237 -0.77159 -0.51812  0.235
H 1.79287 -0.97032 1.29883  0.336
H -0.37172 0.76542 2.16444  0.324
H -1.47915 1.10171 0.90100  0.243
H 1.54321 1.99093 0.83164  0.509
H -2.00441 1.21218 -3.43602  0.365
H -0.63743 -1.64777 -2.76204  0.310
H -0.59793 -1.39332 0.80285  0.300